Run 1
Below is a 2-piece molecular cluster, C4H10NO overall, with properties calculated with ωB97M-V with the def2-TZVPD basis set.

Last columns: bonded neighbours and bond lengths (Å).
Atoms and positions in Å:
1 C 0.97 -2.87 1.05  C2 1.345, H5 1.107, H6 1.083
2 C 0.18 -1.78 0.98  C1 1.345, O3 1.402, C4 1.522
3 O -0.95 -1.70 1.82  C2 1.402, H7 0.958
4 C 0.29 -0.65 -0.03  C2 1.522, H8 1.093, H9 1.094, H10 1.093
5 H 1.68 -2.98 0.21  C1 1.107
6 H 0.72 -3.75 1.62  C1 1.083
7 H -1.22 -0.79 1.93  O3 0.958
8 H 1.26 -0.73 -0.52  C4 1.093
9 H -0.50 -0.75 -0.79  C4 1.094
10 H 0.26 0.29 0.53  C4 1.093
11 C -0.44 1.97 -1.08  N12 1.303, H13 1.094, H14 1.112
12 N -0.43 3.27 -1.14  C11 1.303, H15 1.006, H16 1.012
13 H 0.43 1.43 -1.45  C11 1.094
14 H -1.34 1.54 -0.59  C11 1.112
15 H -1.24 3.80 -0.89  N12 1.006
16 H 0.33 3.71 -1.64  N12 1.012

Calculated values
Multiplicity: 1
Total charge: +1

=====

Run 2
Below is a 2-piece molecular cluster, C4H10NO overall, with properties calculated with ωB97M-V with the def2-TZVPD basis set.

Last columns: bonded neighbours and bond lengths (Å).
Atoms and positions in Å:
1 C 1.38 -1.73 0.37  O6 1.208, H7 1.084, H8 1.022
2 C 0.01 0.92 -0.43  C3 1.487, N5 1.286, H9 1.024
3 C 0.13 0.62 -1.88  C2 1.487, H10 1.139, H11 0.998, H12 1.095
4 C -1.03 0.48 1.60  N5 1.409, H13 1.020, H14 1.170, H15 1.125
5 N -0.85 0.22 0.22  C2 1.286, C4 1.409, H16 1.002
6 O 1.73 -0.74 -0.23  C1 1.208
7 H 0.63 -1.70 1.16  C1 1.084
8 H 1.67 -2.64 0.00  C1 1.022
9 H 0.52 1.75 -0.13  C2 1.024
10 H -0.25 -0.40 -2.22  C3 1.139
11 H 1.10 0.58 -2.12  C3 0.998
12 H -0.41 1.48 -2.30  C3 1.095
13 H -1.89 0.97 1.81  C4 1.020
14 H -1.12 -0.45 2.30  C4 1.170
15 H -0.37 1.24 2.10  C4 1.125
16 H -1.23 -0.59 -0.23  N5 1.002

Calculated values
Multiplicity: 1
Total charge: +1

=====

Run 3
Below is a 2-piece molecular cluster, C4H10NO overall, with properties calculated with ωB97M-V with the def2-TZVPD basis set.

Last columns: bonded neighbours and bond lengths (Å).
Atoms and positions in Å:
1 C 1.14 1.90 -1.39  O6 1.205, H7 1.097, H8 1.096
2 C -0.92 -0.40 0.70  C3 1.322, C4 1.481, H9 1.084
3 C 0.21 -0.89 0.23  C2 1.322, N5 1.471, H10 1.077
4 C -1.04 0.45 1.91  C2 1.481, H11 1.085, H12 1.089, H13 1.090
5 N 0.26 -1.72 -0.98  C3 1.471, H14 1.039, H15 1.027, H16 1.027
6 O 0.97 0.71 -1.33  C1 1.205
7 H 0.45 2.57 -1.91  C1 1.097
8 H 2.01 2.39 -0.92  C1 1.096
9 H -1.85 -0.60 0.18  C2 1.084
10 H 1.17 -0.74 0.70  C3 1.077
11 H -0.09 0.56 2.42  C4 1.085
12 H -1.76 0.01 2.59  C4 1.089
13 H -1.42 1.43 1.63  C4 1.090
14 H 0.60 -1.09 -1.73  N5 1.039
15 H -0.67 -2.08 -1.22  N5 1.027
16 H 0.92 -2.50 -0.87  N5 1.027

Calculated values
Multiplicity: 1
Total charge: +1

=====

Relative energy table, unit hartree: run 1 0.0368; run 2 0.0388; run 3 0.0000